116
Properties=species:S:1:pos:R:3:forces:R:3:mulliken_charge:R:1 method="wB97M-V/def2-TZVPD" orbital_gap_ev=5.78 e_homo_ev=-9.1 relative_energy_kj_mol=0.0 lumo_energy_ev=-3.36 total_charge=+1 energy_ev=-364551.02714
C 5.1473 -0.3874 -1.1085 0.81 0.57 -0.17 -0.92
C 5.9744 0.0672 0.0866 -0.19 0.24 0.21 0.69
C 7.2067 -0.7568 0.3490 -1.10 -0.98 0.75 -1.33
C 5.6508 1.1266 0.8809 -0.09 -0.45 -0.52 -0.60
C 5.4300 2.5492 0.4211 -1.08 -0.34 0.43 -0.71
C 4.1453 3.2410 0.9179 0.66 0.08 -0.37 -1.26
C 2.8677 2.8970 0.1380 -0.16 -0.35 -0.32 1.36
C 3.0648 2.6441 -1.3762 0.14 0.55 0.64 -1.49
C 2.1629 1.6917 0.7679 -0.38 0.09 0.76 -0.66
C 0.8012 1.3847 0.1374 0.93 1.18 -0.21 -0.95
N -0.2291 0.8885 1.1045 -0.69 -1.52 -0.81 0.25
C 0.1611 -0.3798 1.7112 0.70 0.29 0.75 -0.71
O 0.7993 -0.0181 2.9235 -0.05 0.32 0.06 -0.20
O 1.5527 -1.1828 3.2791 -0.01 -0.26 -0.08 -0.42
C -1.4967 0.9786 0.6540 -0.06 0.67 0.25 -0.30
N -1.9420 2.1887 0.3272 -0.05 -0.59 0.28 0.30
N -2.3741 -0.0935 0.4577 0.70 0.09 -0.38 -0.15
C -1.8814 -1.0795 -0.5409 -0.72 -0.44 0.26 -0.52
C -2.6061 -2.4173 -0.3381 0.27 -0.86 0.30 -0.23
N -1.6603 -3.5488 -0.3093 -0.25 0.12 -0.21 -0.61
H 5.4061 -1.4252 -1.3227 0.09 0.04 -0.13 0.44
H 5.3159 0.1916 -2.0206 -0.20 -0.06 -0.08 0.30
H 4.0987 -0.3800 -0.8182 -0.09 0.17 -0.24 0.03
H 7.7757 -0.3814 1.1955 0.10 0.01 -0.04 0.43
H 7.8125 -0.7228 -0.5562 0.00 0.24 0.06 0.04
H 6.9782 -1.8207 0.5048 0.13 0.00 0.03 0.35
H 5.6076 0.9591 1.9597 1.44 0.43 0.11 0.38
H 5.5854 2.6379 -0.6543 -0.14 0.00 -0.04 0.37
H 6.2589 3.0889 0.8900 0.10 -0.01 -0.12 0.43
H 4.3256 4.3236 0.9041 -0.23 -0.18 -0.10 0.41
H 4.0525 2.9809 1.9769 -0.27 0.01 0.00 0.48
H 2.1939 3.7569 0.2263 -0.05 -0.02 0.07 0.15
H 2.1045 2.7837 -1.8759 0.06 -0.17 -0.21 0.41
H 3.4689 1.6529 -1.5712 -0.09 -0.03 -0.06 0.11
H 3.7603 3.3821 -1.7730 -0.11 -0.07 -0.18 0.37
H 2.8153 0.8149 0.7698 0.04 -0.01 -0.08 0.21
H 1.9668 1.9255 1.8173 0.11 0.00 0.02 0.46
H 0.9019 0.6689 -0.6834 -0.19 -0.26 0.17 0.27
H 0.4509 2.3107 -0.3145 -0.30 -0.03 0.19 0.54
H 0.9039 -0.8889 1.0918 -0.20 -0.12 -0.12 0.40
H -0.6795 -1.0240 1.9581 -0.08 -0.06 -0.31 0.47
H 2.0358 -0.8598 4.0519 -0.04 0.10 -0.01 0.34
H -2.3946 2.3024 -0.5709 -0.84 0.11 0.44 -0.16
H -1.7801 2.9838 0.9331 0.79 0.13 -0.61 0.11
H -2.5832 -0.5303 1.3508 -0.30 0.03 -0.05 0.36
H -0.8110 -1.2797 -0.4749 0.04 0.13 -0.09 0.21
H -2.1670 -0.6842 -1.5152 0.39 0.13 -0.09 0.44
H -3.3633 -2.5774 -1.0991 0.00 0.17 -0.07 0.27
H -3.1443 -2.4290 0.6151 0.02 0.26 0.02 0.33
H -1.7276 -4.0520 -1.1859 0.23 -0.02 0.00 0.27
H -1.9385 -4.2099 0.4050 0.17 0.00 0.11 0.09
C -1.0041 6.0859 1.4804 0.13 0.20 0.13 0.50
Cl -0.7399 5.0416 0.0694 0.06 0.43 -0.05 -0.08
Cl -1.1709 5.1194 2.9519 -0.04 -0.03 -0.01 -0.17
H -0.1479 6.7422 1.5796 0.07 -0.10 0.03 -0.17
H -1.9119 6.6672 1.3476 0.09 -0.22 -0.11 -0.03
C 3.6560 6.7649 -2.5817 0.02 -0.15 -0.05 -0.46
Cl 1.9474 6.9861 -2.2041 -0.15 -0.07 -0.21 -0.09
Cl 4.4731 5.8987 -1.2722 0.15 0.20 -0.10 -0.06
H 3.7465 6.1886 -3.4952 -0.06 -0.09 0.06 0.33
H 4.1199 7.7334 -2.7054 0.00 0.05 0.09 0.30
C -4.0876 -5.8915 1.7357 -0.10 -0.02 -0.05 -0.25
Cl -2.7129 -5.2764 2.6742 -0.02 0.08 -0.03 -0.19
Cl -3.8471 -7.5686 1.2530 -0.04 0.00 -0.07 -0.10
H -4.9767 -5.8269 2.3515 0.06 -0.07 0.09 0.29
H -4.1973 -5.2869 0.8418 0.08 0.00 -0.01 0.25
C -6.4347 -1.3175 -2.5732 -0.08 -0.05 -0.06 -0.38
Cl -5.0316 -0.7367 -1.6570 -0.24 0.34 -0.04 -0.06
Cl -6.2255 -2.9942 -3.0808 -0.02 0.01 0.00 -0.15
H -7.3097 -1.2503 -1.9381 0.04 -0.03 0.05 0.31
H -6.5538 -0.6975 -3.4534 0.07 -0.02 -0.02 0.28
C -3.4004 3.2587 -3.4927 -0.09 -0.04 -0.07 -0.45
Cl -3.2690 4.2214 -2.0106 -0.06 0.03 -0.14 -0.06
Cl -2.3225 1.8565 -3.4271 0.00 -0.02 0.00 -0.11
H -4.4212 2.9104 -3.5925 0.01 -0.04 0.06 0.29
H -3.1206 3.8800 -4.3347 0.09 0.01 0.04 0.36
C -4.3130 -7.4548 5.7089 0.09 -0.07 0.03 -0.34
Cl -5.3493 -6.1382 5.1324 -0.05 0.06 0.08 -0.16
Cl -4.3825 -8.8597 4.6446 0.02 0.00 0.08 -0.09
H -3.2908 -7.0970 5.7446 -0.01 0.04 -0.08 0.25
H -4.6474 -7.7470 6.6970 -0.09 0.01 -0.03 0.35
C 2.9779 9.7867 0.6419 0.04 0.12 0.04 -0.38
Cl 2.0873 8.3259 1.0960 0.03 0.00 0.07 -0.09
Cl 3.7404 9.6503 -0.9476 0.02 0.21 0.16 -0.12
H 2.2867 10.6204 0.6228 -0.04 -0.05 -0.07 0.29
H 3.7533 9.9532 1.3796 0.03 -0.07 -0.02 0.29
C 9.8016 -2.5191 -2.4235 0.10 -0.15 -0.02 -0.28
Cl 8.4961 -2.0137 -3.5021 -0.05 0.04 0.02 -0.13
Cl 10.2331 -1.2712 -1.2504 0.20 -0.02 -0.06 -0.15
H 9.4796 -3.4022 -1.8850 -0.06 0.04 0.03 0.25
H 10.6765 -2.7405 -3.0226 -0.01 0.06 -0.03 0.33
C 3.4034 -3.0296 -4.5324 -0.01 -0.07 -0.01 -0.34
Cl 2.7269 -1.3953 -4.6434 -0.05 0.00 0.05 -0.15
Cl 5.1488 -3.0378 -4.7813 0.01 -0.02 0.03 -0.11
H 3.1907 -3.4247 -3.5463 0.03 0.06 0.03 0.25
H 2.9407 -3.6436 -5.2956 0.02 0.05 -0.05 0.36
C -5.2318 5.9807 0.6715 0.00 -0.10 -0.02 0.12
Cl -6.8625 6.5019 0.2478 0.01 -0.03 0.01 -0.11
Cl -4.3402 7.2301 1.5506 -0.11 0.05 0.04 -0.18
H -5.3019 5.1008 1.3006 -0.04 0.05 0.05 0.31
H -4.6976 5.7565 -0.2426 -0.01 0.07 -0.04 -0.13
C -10.3339 6.9571 -1.0076 0.02 0.02 0.06 0.03
Cl -11.3206 8.4091 -1.1841 0.02 0.01 0.03 -0.15
Cl -10.5997 5.8109 -2.3285 0.05 -0.04 0.02 -0.16
H -9.2898 7.2464 -1.0094 -0.03 0.04 -0.09 -0.01
H -10.5917 6.4729 -0.0731 -0.07 -0.01 -0.03 0.28
C -0.8768 -9.8904 0.7182 -0.06 -0.01 0.02 0.07
Cl -1.1496 -11.4706 -0.0155 0.08 0.09 -0.04 -0.13
Cl 0.7373 -9.2532 0.3645 0.00 0.04 0.02 -0.18
H -1.6105 -9.1964 0.3276 0.03 0.00 -0.06 0.06
H -0.9802 -9.9873 1.7924 0.05 -0.04 0.00 0.16
C -3.5628 -13.2981 2.8782 -0.06 -0.15 -0.03 -0.30
Cl -3.5488 -13.6837 1.1549 -0.09 -0.05 0.09 -0.14
Cl -2.9155 -11.6874 3.2238 0.00 0.03 0.04 -0.10
H -4.5868 -13.3308 3.2300 -0.01 0.05 -0.04 0.27
H -2.9588 -14.0306 3.3997 0.07 0.05 -0.02 0.29